(1)
DFT (ωB97M-V/def2-TZVPD) results for 15 unconnected molecules or ions with the total composition C19H39BrCl28I2NO2P2.

Largest force on an atom, eV Å⁻¹: 0.57
LUMO, eV: 1.34
Calculated total energy, a.u.: -17690.0214
Multiplicity: 1
Kohn-Sham gap, eV: 6.46
Total charge: -1

Last column: Löwdin charge in e.
Cartesian coordinates (Å):
C (-2.620, -3.454, 3.093)  -0.211
C (-3.179, -2.089, 3.416)  -0.817
I (-2.319, -1.376, 5.185)  0.864
C (-4.047, -1.359, 2.732)  -0.694
I (-4.485, 0.583, 3.335)  0.924
C (-4.812, -1.705, 1.432)  -0.469
O (-5.927, -0.886, 1.398)  -0.521
P (-7.378, -1.459, 0.639)  0.448
P (-8.243, -1.830, 2.705)  0.556
N (-9.245, -0.768, 3.321)  -0.392
O (-6.603, -3.133, 0.838)  -0.391
C (-5.371, -3.156, 1.298)  -0.657
Br (-4.222, -4.228, -0.091)  0.599
H (-2.292, -3.508, 2.062)  0.040
H (-3.363, -4.230, 3.281)  0.010
H (-1.775, -3.679, 3.737)  0.013
H (-4.181, -1.477, 0.563)  0.124
H (-6.811, -1.344, -0.660)  0.004
H (-7.943, -0.154, 0.657)  -0.023
H (-8.569, -2.073, 0.130)  -0.073
H (-8.839, -3.117, 2.635)  -0.057
H (-7.158, -2.139, 3.568)  -0.042
H (-9.319, 0.043, 2.715)  -0.090
H (-5.242, -3.766, 2.193)  0.082
C (0.070, 0.390, 2.756)  -1.025
Cl (-0.247, -0.967, 1.666)  0.533
Cl (-0.764, 1.863, 2.247)  0.461
H (-0.316, 0.111, 3.730)  -0.067
H (1.136, 0.583, 2.760)  -0.015
C (-9.581, -4.299, -0.470)  -1.018
Cl (-9.857, -6.028, -0.810)  0.493
Cl (-10.499, -3.288, -1.591)  0.502
H (-9.935, -4.098, 0.533)  0.014
H (-8.522, -4.085, -0.576)  0.003
C (2.710, 3.375, 0.193)  -1.024
Cl (4.200, 3.020, -0.697)  0.500
Cl (2.757, 2.789, 1.859)  0.528
H (2.579, 4.450, 0.214)  0.026
H (1.887, 2.887, -0.316)  -0.023
C (-10.122, -7.792, -3.772)  -1.056
Cl (-10.053, -9.304, -2.857)  0.486
Cl (-10.653, -8.044, -5.444)  0.488
H (-10.825, -7.129, -3.286)  -0.010
H (-9.127, -7.363, -3.789)  0.020
C (-4.974, -7.518, -0.938)  -1.066
Cl (-6.712, -7.314, -0.724)  0.489
Cl (-4.423, -7.067, -2.558)  0.477
H (-4.484, -6.847, -0.242)  -0.075
H (-4.717, -8.555, -0.756)  0.021
C (7.692, 1.634, 0.351)  -1.036
Cl (7.473, 0.264, 1.445)  0.510
Cl (9.328, 2.312, 0.426)  0.504
H (7.528, 1.302, -0.665)  -0.061
H (6.990, 2.410, 0.632)  0.006
C (7.026, 1.823, -4.316)  -1.011
Cl (6.313, 1.074, -2.878)  0.540
Cl (7.997, 3.238, -3.914)  0.500
H (7.665, 1.093, -4.797)  0.027
H (6.214, 2.134, -4.963)  -0.009
C (-3.492, -6.248, 6.298)  -1.011
Cl (-1.779, -6.038, 5.912)  0.506
Cl (-4.546, -5.974, 4.910)  0.546
H (-3.637, -7.268, 6.634)  0.019
H (-3.756, -5.532, 7.066)  0.024
C (11.504, 5.109, 1.021)  -1.051
Cl (12.404, 3.873, 0.137)  0.483
Cl (12.554, 6.087, 2.066)  0.496
H (11.043, 5.773, 0.299)  -0.017
H (10.765, 4.617, 1.642)  -0.051
C (6.102, 6.242, -6.402)  -1.014
Cl (6.018, 4.491, -6.647)  0.511
Cl (7.547, 6.740, -5.518)  0.502
H (6.119, 6.713, -7.377)  0.022
H (5.231, 6.540, -5.831)  0.025
C (11.216, 3.835, 4.803)  -1.013
Cl (11.199, 2.442, 3.719)  0.517
Cl (9.978, 5.025, 4.375)  0.510
H (11.024, 3.494, 5.813)  0.022
H (12.182, 4.318, 4.718)  0.010
C (-0.994, 4.180, -2.293)  -1.007
Cl (0.463, 3.900, -3.271)  0.491
Cl (-0.858, 3.465, -0.686)  0.523
H (-1.130, 5.250, -2.193)  0.028
H (-1.832, 3.711, -2.792)  -0.059
C (-3.123, 1.798, -4.970)  -1.007
Cl (-3.985, 2.710, -3.722)  0.540
Cl (-3.107, 2.634, -6.528)  0.499
H (-2.097, 1.665, -4.646)  0.020
H (-3.625, 0.847, -5.094)  0.027
C (12.707, 7.748, -2.022)  -1.014
Cl (11.970, 9.308, -1.635)  0.503
Cl (11.507, 6.489, -2.337)  0.521
H (13.311, 7.868, -2.912)  0.023
H (13.305, 7.437, -1.173)  0.018

=====

(2)
DFT (ωB97M-V/def2-TZVPD) results for a molecular structure, C14H41AsCl2F6O16P3 at a distorted geometry.

Largest force on an atom, eV Å⁻¹: 3.54
LUMO, eV: 2.20
Calculated total energy, a.u.: -6541.6541
Multiplicity: 1
Kohn-Sham gap, eV: 9.13
Relative energy (zero: lowest compared OMol25 entry of this formula, charge and spin), kcal per mole: 0.00
Total charge: -1

Last column: Löwdin charge in e.
Cartesian coordinates (Å):
As (1.976, 1.271, -8.036)  0.946
F (0.232, 0.825, -8.196)  -0.285
F (1.994, 2.061, -9.649)  -0.275
F (3.773, 1.778, -7.982)  -0.309
F (2.064, 0.706, -6.405)  -0.233
F (2.441, -0.320, -8.639)  -0.261
F (1.607, 2.905, -7.269)  -0.300
C (3.651, -2.497, -1.386)  -0.090
O (4.031, -1.585, -2.466)  -0.253
P (4.282, -2.034, -4.059)  0.501
O (5.409, -2.974, -4.205)  -0.264
O (2.801, -2.547, -4.609)  -0.233
C (2.718, -3.759, -5.456)  -0.087
O (4.509, -0.589, -4.777)  -0.243
C (4.775, -0.596, -6.196)  -0.085
H (2.595, -2.744, -1.500)  0.080
H (3.852, -2.069, -0.403)  0.079
H (4.226, -3.422, -1.432)  0.078
H (1.952, -4.417, -5.047)  0.080
H (3.652, -4.268, -5.695)  0.077
H (2.276, -3.640, -6.446)  0.069
H (3.980, -1.168, -6.674)  0.067
H (5.774, -1.007, -6.344)  0.095
H (4.573, 0.451, -6.424)  0.064
C (4.219, 0.371, -11.667)  -0.126
O (4.761, -0.770, -12.277)  -0.211
P (4.598, -0.995, -13.884)  0.474
O (4.600, 0.264, -14.671)  -0.248
O (5.631, -2.181, -14.360)  -0.220
C (7.003, -1.853, -14.187)  -0.121
O (3.204, -1.805, -13.958)  -0.235
C (1.917, -1.242, -13.658)  -0.120
H (4.016, 0.384, -10.596)  0.071
H (3.320, 0.697, -12.191)  0.080
H (4.878, 1.240, -11.666)  0.080
H (7.313, -2.341, -13.263)  0.095
H (7.171, -0.782, -14.305)  0.085
H (7.553, -2.227, -15.050)  0.085
H (1.875, -0.270, -14.150)  0.086
H (1.486, -1.207, -12.657)  0.033
H (1.298, -1.857, -14.310)  0.088
C (0.906, -3.587, -10.045)  -0.062
O (0.853, -4.732, -9.137)  -0.212
P (0.936, -6.230, -9.660)  0.400
O (0.719, -7.325, -8.653)  -0.259
O (2.426, -6.216, -10.244)  -0.216
C (3.411, -6.551, -9.271)  -0.121
O (0.038, -6.274, -10.978)  -0.215
C (0.095, -7.380, -11.876)  -0.095
H (1.433, -2.682, -9.741)  0.078
H (-0.143, -3.311, -10.149)  0.089
H (1.358, -3.780, -11.018)  0.083
H (3.955, -7.353, -9.769)  0.089
H (3.058, -7.030, -8.358)  0.074
H (4.055, -5.776, -8.855)  0.090
H (-0.882, -7.856, -11.790)  0.085
H (0.762, -8.173, -11.540)  0.088
H (0.195, -7.106, -12.927)  0.092
C (7.630, 3.734, -6.555)  -0.260
C (8.512, 4.764, -7.356)  -0.214
O (8.855, 6.024, -6.711)  -0.071
O (7.011, 2.696, -7.289)  -0.049
H (7.009, 4.401, -5.959)  0.111
H (8.128, 3.164, -5.770)  0.111
H (7.908, 4.980, -8.237)  0.109
H (9.352, 4.170, -7.716)  0.108
H (9.406, 5.798, -5.958)  0.072
H (6.192, 3.010, -7.677)  0.056
C (3.588, 4.649, -11.040)  -0.250
C (4.990, 4.662, -10.262)  -0.249
O (5.294, 3.351, -9.997)  -0.071
O (2.460, 4.588, -10.229)  -0.065
H (3.661, 3.807, -11.728)  0.107
H (3.532, 5.555, -11.643)  0.103
H (4.807, 5.344, -9.431)  0.114
H (5.755, 5.095, -10.907)  0.110
H (4.746, 2.938, -9.326)  0.044
H (2.258, 3.722, -9.868)  0.021
C (-1.739, 1.408, -11.199)  -0.998
Cl (-0.814, -0.020, -11.858)  0.488
Cl (-3.407, 1.046, -10.930)  0.531
H (-1.269, 1.766, -10.283)  0.024
H (-1.729, 2.117, -12.027)  0.019

=====

(3)
DFT (ωB97M-V/def2-TZVPD) results for C14H11N3S in the gas phase at a distorted geometry.

Largest force on an atom, eV Å⁻¹: 3.41
LUMO, eV: -0.28
Calculated total energy, a.u.: -1102.5558
Multiplicity: 1
Kohn-Sham gap, eV: 7.50
Relative energy (zero: lowest compared OMol25 entry of this formula, charge and spin), kcal per mole: 0.00
SMILES: CCc1cc(=S)n2c([nH]c3ccccc32)c1C#N

Last column: Löwdin charge in e.
Cartesian coordinates (Å):
C (3.896, -1.120, -1.860)  -0.095
C (2.894, -0.064, -2.323)  -0.201
C (1.780, 0.163, -1.319)  -0.151
C (1.833, 1.297, -0.495)  -0.062
C (0.753, 1.566, 0.450)  -0.690
S (0.873, 2.900, 1.432)  0.680
N (-0.345, 0.667, 0.498)  0.063
C (-0.396, -0.437, -0.341)  -0.148
N (-1.579, -1.102, -0.066)  0.173
C (-2.280, -0.476, 0.950)  -0.156
C (-3.519, -0.683, 1.569)  -0.020
C (-3.974, 0.215, 2.497)  -0.100
C (-3.201, 1.288, 2.876)  -0.091
C (-1.954, 1.539, 2.301)  -0.007
C (-1.496, 0.643, 1.284)  -0.126
C (0.623, -0.737, -1.220)  -0.123
C (0.509, -1.948, -1.969)  -0.195
N (0.350, -2.920, -2.623)  0.148
H (4.501, -1.549, -2.672)  0.077
H (3.368, -1.986, -1.440)  0.070
H (4.581, -0.796, -1.055)  0.082
H (3.391, 0.907, -2.474)  0.113
H (2.497, -0.386, -3.289)  0.115
H (2.683, 1.971, -0.559)  0.104
H (-1.872, -1.951, -0.575)  0.183
H (-4.148, -1.493, 1.322)  0.099
H (-4.935, 0.046, 2.997)  0.117
H (-3.524, 2.036, 3.591)  0.106
H (-1.309, 2.411, 2.515)  0.035

=====

(4)
DFT (ωB97M-V/def2-TZVPD) results for C5H11N in the gas phase at a distorted geometry.

Largest force on an atom, eV Å⁻¹: 1.89
LUMO, eV: 1.24
Calculated total energy, a.u.: -251.8176
Multiplicity: 1
Kohn-Sham gap, eV: 9.74
Relative energy (zero: lowest compared OMol25 entry of this formula, charge and spin), kcal per mole: 28.22
SMILES: C[C@H]1CCN1C

Last column: Löwdin charge in e.
Cartesian coordinates (Å):
C (-1.383, 0.619, -1.319)  -0.052
C (-0.641, 0.455, -0.010)  -0.393
C (-1.007, -0.670, 0.939)  -0.124
C (0.485, -1.035, 0.967)  -0.166
N (0.653, -0.193, -0.215)  -0.219
C (1.812, 0.611, -0.271)  -0.122
H (-1.613, -0.326, -1.787)  0.071
H (-0.792, 1.216, -2.015)  0.070
H (-2.326, 1.191, -1.153)  0.085
H (-0.473, 1.393, 0.551)  0.145
H (-1.613, -1.423, 0.439)  0.101
H (-1.566, -0.423, 1.874)  0.114
H (0.881, -2.079, 0.838)  0.125
H (0.911, -0.552, 1.833)  0.094
H (2.071, 1.021, 0.743)  0.088
H (2.667, -0.006, -0.658)  0.094
H (1.692, 1.453, -0.987)  0.089